Record 1
{"formula": "C22H44Cl22", "method": "the ωB97M-V functional and the def2-TZVPD basis", "charge": 0, "fmax_ev_per_a": 3.16, "orbital_gap_ha": 0.4011, "molar_mass_g_mol": 1088.560, "relative_energy_ev": 1.952, "spin_multiplicity": 1, "lumo_ev": 0.405, "smiles": "ClCCCl.ClCCCl.ClCCCl.ClCCCl.ClCCCl.ClCCCl.ClCCCl.ClCCCl.ClCCCl.ClCCCl.ClCCCl", "elements": ["Cl", "C", "C", "Cl", "H", "H", "H", "H", "Cl", "C", "C", "Cl", "H", "H", "H", "H", "Cl", "C", "C", "Cl", "H", "H", "H", "H", "Cl", "C", "C", "Cl", "H", "H", "H", "H", "Cl", "C", "C", "Cl", "H", "H", "H", "H", "Cl", "C", "C", "Cl", "H", "H", "H", "H", "Cl", "C", "C", "Cl", "H", "H", "H", "H", "Cl", "C", "C", "Cl", "H", "H", "H", "H", "Cl", "C", "C", "Cl", "H", "H", "H", "H", "Cl", "C", "C", "Cl", "H", "H", "H", "H", "Cl", "C", "C", "Cl", "H", "H", "H", "H"], "xyz": [[-0.2291, -0.1269, 4.9240], [-1.4695, -1.1487, 5.6195], [-2.9157, -0.7475, 5.6719], [-3.6433, -0.3685, 4.1311], [-1.2549, -1.3837, 6.6433], [-1.4642, -2.1086, 5.0282], [-2.9860, 0.1907, 6.2508], [-3.5745, -1.5261, 6.1110], [2.4778, 1.5793, -5.4022], [2.5378, 0.4237, -3.9715], [3.9380, -0.0609, -3.6887], [4.4164, -1.4412, -4.6954], [1.8744, -0.3725, -4.3184], [2.0147, 0.9506, -3.1817], [4.0048, -0.3786, -2.6056], [4.7515, 0.6653, -3.8046], [-2.8930, -2.8726, 0.5458], [-4.0913, -1.4985, 0.7019], [-5.4445, -1.8832, 0.3819], [-6.4781, -0.5285, 0.8095], [-3.6582, -0.7872, 0.0464], [-3.9344, -1.1763, 1.6672], [-5.7549, -2.8021, 0.9468], [-5.5357, -2.0979, -0.6786], [1.4850, -4.0919, -1.6015], [1.1742, -3.8402, -3.3744], [-0.1995, -3.5381, -3.7037], [-0.7411, -1.8912, -3.0996], [1.5260, -4.7711, -3.9066], [1.8503, -3.0446, -3.6375], [-0.8792, -4.3524, -3.3365], [-0.4130, -3.4360, -4.7420], [3.9495, 2.7363, -1.1207], [4.2703, 4.3081, -1.8944], [4.2740, 4.1897, -3.3719], [5.7163, 3.4169, -4.1632], [5.2472, 4.7168, -1.5029], [3.5719, 5.1154, -1.5911], [4.1761, 5.1486, -3.8582], [3.4198, 3.5515, -3.8056], [0.4705, 3.0773, -2.5871], [-0.6094, 3.4448, -3.8844], [-2.0941, 3.4226, -3.5453], [-2.4366, 4.5566, -2.1692], [-0.3923, 2.7439, -4.7066], [-0.3624, 4.3808, -4.1853], [-2.4455, 2.3678, -3.2708], [-2.5745, 3.8546, -4.4428], [0.7367, -6.9293, 2.9534], [0.8980, -5.4251, 1.9564], [-0.2703, -4.5081, 2.2340], [-0.0007, -3.6835, 3.7545], [0.9036, -5.7568, 0.9320], [1.8492, -5.0449, 2.3169], [-1.1842, -5.1766, 2.2802], [-0.3669, -3.7466, 1.4526], [1.5487, -0.4138, -0.5292], [0.4570, -0.7290, 0.8713], [-0.4908, 0.3128, 1.2104], [-1.6080, 0.5963, -0.2005], [1.1031, -0.9416, 1.7642], [0.0109, -1.6668, 0.6469], [0.1061, 1.2550, 1.4018], [-1.1115, 0.0752, 2.1340], [4.5507, -1.0353, 2.5058], [4.1143, -2.1313, 3.8418], [4.1959, -3.5366, 3.3197], [3.8368, -4.6670, 4.5842], [3.0792, -1.8532, 4.0923], [4.5877, -1.9591, 4.7888], [5.2507, -3.6755, 2.9975], [3.5336, -3.6151, 2.5334], [-5.6985, 3.6474, 0.2024], [-4.7720, 2.2105, -0.4213], [-5.4279, 1.7256, -1.6791], [-4.3971, 0.4535, -2.4473], [-4.6870, 1.5429, 0.4380], [-3.8247, 2.7246, -0.6155], [-5.5090, 2.5769, -2.3796], [-6.3800, 1.3005, -1.5126], [1.5008, 5.8039, 0.3816], [0.8036, 4.3303, 1.0967], [0.8317, 4.5232, 2.5651], [-0.1433, 3.1408, 3.3046], [1.3919, 3.4635, 0.8391], [-0.2030, 4.2588, 0.7329], [0.2628, 5.3827, 2.9506], [1.8506, 4.6046, 3.0705]], "mulliken_charge": [-0.0930, -0.3216, -0.5764, -0.1630, 0.4102, 0.0928, 0.3226, 0.3237, -0.2227, 0.3296, 0.0728, -0.2249, 0.1577, -0.3587, 0.1410, 0.1109, -0.2046, 0.7009, -0.2626, -0.1908, -0.3805, -0.2951, 0.3684, 0.2773, -0.1299, -0.1234, -0.6445, -0.0873, 0.3281, -0.0080, 0.3279, 0.3322, -0.0977, -0.2005, -0.2124, -0.2024, 0.3563, 0.0680, 0.4179, -0.1323, 0.0469, -0.8728, -0.1411, -0.2007, 0.3177, 0.4407, 0.0314, 0.4102, -0.2093, 0.1267, 0.4870, -0.1930, 0.3003, -0.3712, 0.3852, -0.6141, 0.0021, -0.0425, 0.3838, 0.0403, 0.1159, -0.1406, -0.3589, -0.0820, -0.1717, -0.3939, -0.2180, -0.1762, 0.1078, 0.4107, 0.3278, 0.1596, -0.2312, 0.4134, -0.5861, -0.1532, 0.0039, -0.1801, 0.3503, 0.4362, -0.2295, -0.0230, -0.5077, -0.1603, 0.0724, 0.2114, 0.3483, 0.3209]}

Record 2
{"formula": "C22H44Cl4O12", "method": "the ωB97M-V functional and the def2-TZVPD basis", "charge": 1, "fmax_ev_per_a": 5.53, "orbital_gap_ha": [0.2888, 0.0944], "molar_mass_g_mol": 642.394, "spin_multiplicity": 2, "lumo_ev": [-4.040, -9.331], "elements": ["C", "Cl", "Cl", "H", "H", "C", "Cl", "Cl", "H", "H", "C", "C", "O", "C", "O", "O", "C", "H", "H", "H", "H", "H", "H", "H", "H", "C", "C", "O", "C", "O", "O", "C", "H", "H", "H", "H", "H", "H", "H", "H", "O", "C", "O", "C", "C", "C", "H", "H", "H", "H", "H", "H", "H", "H", "O", "C", "O", "C", "C", "C", "H", "H", "H", "H", "H", "H", "H", "H", "O", "C", "O", "C", "C", "C", "H", "H", "H", "H", "H", "H", "H", "H"], "xyz": [[-6.4466, -3.1397, 1.2514], [-5.1893, -1.8484, 1.5281], [-7.6743, -2.6300, 0.0307], [-5.9402, -3.9788, 0.7746], [-6.9118, -3.3322, 2.2182], [-2.4112, 0.2665, 0.4311], [-2.0810, -1.4007, -0.2251], [-2.4764, 1.5891, -0.7467], [-3.3554, 0.2092, 0.9727], [-1.7339, 0.6012, 1.2168], [-1.3770, 0.2112, -3.8346], [-1.7374, 1.2461, -4.8373], [-0.6725, 1.2360, -5.8042], [-0.6927, 2.2577, -6.6804], [-1.5041, 3.2469, -6.7611], [0.4094, 2.1771, -7.5261], [0.8017, 3.2892, -8.3372], [-2.1488, 0.2145, -3.0650], [-0.3565, 0.4260, -3.5177], [-1.2608, -0.8038, -4.2146], [-1.8768, 2.2449, -4.4235], [-2.6268, 0.8616, -5.3364], [1.8466, 3.3150, -8.6464], [0.6210, 4.2569, -7.8693], [0.2419, 3.1513, -9.2623], [2.8670, 2.9599, 5.5433], [3.1532, 2.3953, 4.1672], [1.9732, 1.6840, 3.7073], [0.9202, 2.2638, 3.1612], [-0.1243, 1.6872, 2.9284], [1.1445, 3.4995, 2.8777], [-0.0190, 4.2423, 2.5017], [2.4381, 3.9617, 5.5662], [3.7057, 2.9938, 6.2386], [2.3086, 2.2136, 6.1084], [3.8774, 1.5946, 4.3172], [3.5672, 3.1033, 3.4492], [-0.7723, 4.1024, 3.2771], [-0.4506, 4.0605, 1.5175], [0.3009, 5.2697, 2.3280], [4.9696, 1.8490, 0.3980], [4.9015, 1.9332, -0.8421], [3.7236, 1.9614, -1.4767], [2.5188, 1.8520, -0.7805], [1.3441, 2.1415, -1.7655], [6.0460, 2.0887, -1.7641], [2.5263, 2.6110, 0.0017], [2.4873, 0.8730, -0.3023], [0.3409, 2.2431, -1.3514], [1.3120, 1.4477, -2.6056], [1.6636, 3.0777, -2.2233], [5.9064, 3.0405, -2.2767], [6.0533, 1.3012, -2.5177], [7.0476, 2.1334, -1.3363], [1.3385, -3.8793, -2.0922], [0.7502, -2.8691, -2.4558], [-0.3780, -2.7297, -3.0799], [-1.1052, -3.9211, -3.4087], [-1.9275, -4.5728, -2.2319], [1.2830, -1.5546, -2.0222], [-0.4680, -4.6429, -3.9197], [-1.8105, -3.5453, -4.1500], [-2.9057, -4.8605, -2.6175], [-2.0738, -3.8376, -1.4406], [-1.4487, -5.4695, -1.8386], [2.0218, -1.7139, -1.2368], [0.4400, -1.0018, -1.6078], [1.7244, -1.0857, -2.9017], [-0.0973, -1.4651, 4.5321], [-0.8503, -2.4464, 4.4479], [-1.4529, -3.0680, 5.5081], [-1.1330, -2.6260, 6.7929], [-1.7588, -3.6455, 7.7772], [-0.9952, -3.1985, 3.1588], [-1.6682, -1.6791, 6.8640], [-0.1008, -2.6225, 7.1431], [-2.8205, -3.7389, 7.5488], [-1.5953, -3.4883, 8.8434], [-1.2261, -4.5878, 7.6496], [-1.4625, -4.1729, 3.3017], [-0.0006, -3.3711, 2.7477], [-1.4569, -2.4579, 2.5057]], "mulliken_charge": [-0.3070, -0.1031, -0.1459, 0.2407, 0.3101, -0.1503, 0.0133, -0.1621, 0.2411, 0.0943, -0.1336, -0.4639, -0.2235, 0.6445, -0.5736, -0.3224, -0.6377, 0.2475, -0.2989, 0.1690, 0.3868, 0.3491, 0.2533, 0.3046, 0.2815, -1.2034, -0.0831, -0.3076, 0.7545, -0.6136, -0.3275, -0.6648, 0.2906, 0.4093, 0.3273, 0.3012, 0.2720, 0.3139, 0.2009, 0.2924, -0.5700, 0.7537, -0.3469, -0.0008, -1.0077, -1.0651, 0.3202, 0.1918, 0.2173, 0.1233, 0.4338, 0.2939, 0.2968, 0.3343, -0.1609, 0.5490, -0.0579, -0.4590, -0.7509, -0.5313, 0.4534, 0.3310, 0.3591, 0.0369, 0.3579, 0.5341, 0.0625, 0.3201, -0.5466, 0.5896, -0.2855, -0.1148, -1.2504, -0.5481, 0.2888, 0.2771, 0.3140, 0.3820, 0.3212, 0.2991, 0.2535, 0.0255]}